The following is a DFT calculation (ωB97M-V with the def2-TZVPD basis set) of a 10-piece molecular cluster, C35H85O30P5S5 overall.

```
! RIJCOSX wB97M-V def2-TZVPD def2/J DEFGRID3
* xyz 0 1
C -4.807 6.263 1.474
O -4.550 5.502 0.281
P -3.294 5.916 -0.589
O -3.379 7.208 -1.258
O -2.027 5.825 0.372
C -1.684 4.562 0.939
O -3.233 4.625 -1.500
C -2.227 4.524 -2.509
H -4.183 7.157 1.527
H -4.615 5.618 2.327
H -5.845 6.587 1.462
H -2.111 3.674 0.472
H -2.024 4.552 1.976
H -0.602 4.436 0.886
H -1.613 3.642 -2.337
H -1.553 5.383 -2.530
H -2.717 4.416 -3.475
C 4.559 1.991 6.655
O 4.826 1.534 5.331
P 3.688 0.819 4.525
O 2.894 -0.131 5.316
O 4.591 0.219 3.403
C 4.131 -0.742 2.454
O 2.895 2.019 3.891
C 1.451 1.996 3.861
H 3.500 2.188 6.830
H 5.130 2.902 6.815
H 4.868 1.221 7.362
H 3.114 -1.075 2.650
H 4.844 -1.562 2.393
H 4.124 -0.261 1.474
H 1.128 2.780 3.183
H 1.069 2.214 4.860
H 1.083 1.019 3.565
C -4.601 -3.230 -1.580
O -3.528 -4.157 -1.654
P -2.444 -4.071 -2.800
O -2.235 -2.716 -3.321
O -2.966 -5.132 -3.837
C -2.143 -5.599 -4.918
O -1.192 -4.803 -2.194
C -0.543 -4.253 -1.036
H -5.453 -3.720 -1.120
H -4.926 -2.900 -2.574
H -4.293 -2.320 -1.068
H -2.493 -5.134 -5.836
H -1.094 -5.343 -4.773
H -2.243 -6.679 -4.945
H -1.215 -3.695 -0.392
H 0.362 -3.702 -1.281
H -0.157 -5.105 -0.474
C 4.457 0.649 -1.437
O 4.933 1.214 -0.200
P 5.271 2.758 -0.109
O 6.276 3.271 -1.028
O 3.906 3.534 -0.245
C 2.791 3.247 0.601
O 5.547 2.913 1.425
C 6.674 2.267 2.027
H 4.222 1.437 -2.142
H 3.575 0.057 -1.188
H 5.184 -0.076 -1.800
H 3.049 3.520 1.627
H 2.690 2.157 0.631
H 1.888 3.740 0.263
H 7.148 2.891 2.775
H 7.417 2.040 1.255
H 6.359 1.306 2.422
C 6.471 -6.117 -1.066
O 5.251 -6.862 -0.884
P 4.361 -6.524 0.361
O 4.805 -7.022 1.664
O 4.256 -4.943 0.307
C 3.244 -4.286 1.071
O 2.962 -7.063 -0.127
C 2.014 -7.589 0.802
H 6.493 -5.813 -2.110
H 7.312 -6.782 -0.885
H 6.544 -5.240 -0.430
H 3.269 -4.663 2.099
H 2.258 -4.469 0.648
H 3.471 -3.225 1.098
H 1.773 -8.614 0.539
H 1.102 -6.987 0.750
H 2.352 -7.482 1.832
O -0.459 -3.905 2.885
S -0.301 -3.278 4.179
O -1.306 -2.351 4.631
C -0.057 -4.535 5.425
C 0.899 -3.862 6.409
C 1.970 -3.119 5.620
C 1.341 -2.585 4.328
H 0.419 -5.384 4.934
H -1.009 -4.801 5.876
H 0.333 -3.136 7.003
H 1.244 -4.587 7.146
H 2.819 -3.768 5.393
H 2.388 -2.287 6.185
H 1.882 -2.948 3.452
H 1.330 -1.504 4.209
O -3.288 1.759 1.483
S -4.655 2.121 1.764
O -4.987 3.310 2.490
C -5.522 2.102 0.194
C -6.058 0.668 0.056
C -5.550 -0.227 1.195
C -5.484 0.681 2.401
H -4.871 2.529 -0.568
H -6.373 2.774 0.276
H -7.145 0.741 0.187
H -6.012 0.249 -0.952
H -4.557 -0.605 0.939
H -6.201 -1.088 1.335
H -4.958 0.264 3.260
H -6.453 1.032 2.763
O -2.060 2.006 -4.177
S -2.926 1.386 -5.156
O -2.441 1.106 -6.468
C -3.579 -0.069 -4.373
C -4.635 0.490 -3.433
C -5.408 1.595 -4.181
C -4.503 2.253 -5.223
H -2.781 -0.590 -3.842
H -3.966 -0.772 -5.110
H -5.319 -0.303 -3.125
H -4.192 0.896 -2.522
H -5.847 2.310 -3.484
H -6.268 1.169 -4.701
H -4.323 3.325 -5.199
H -4.838 2.017 -6.234
O 0.862 3.041 -2.086
S 1.560 2.737 -3.312
O 2.040 1.387 -3.464
C 0.720 3.224 -4.845
C 1.839 3.771 -5.710
C 2.658 4.669 -4.804
C 2.958 3.876 -3.542
H 0.105 4.078 -4.547
H 0.122 2.381 -5.170
H 2.410 2.967 -6.183
H 1.407 4.315 -6.553
H 2.097 5.576 -4.556
H 3.571 5.051 -5.260
H 3.070 4.478 -2.646
H 3.831 3.246 -3.708
O 0.986 -1.980 0.402
S 0.298 -0.802 0.867
O 0.717 -0.247 2.143
C 0.323 0.546 -0.326
C -1.085 0.641 -0.902
C -1.863 -0.629 -0.578
C -1.480 -1.018 0.844
H 1.204 0.396 -0.949
H 0.535 1.413 0.296
H -1.615 1.432 -0.363
H -1.028 0.994 -1.932
H -1.595 -1.441 -1.263
H -2.932 -0.464 -0.723
H -1.708 -2.042 1.147
H -1.894 -0.380 1.626
*
```

The value obtained for the HOMO-LUMO gap is 10.240 eV. For the lowest unoccupied orbital energy, the calculation gives 0.077 eV. The calculation puts the energy above the lowest of the compared OMol25 structures with the same formula, charge and spin at 0.0 kJ/mol. Its SMILES is COP(=O)(OC)OC.COP(=O)(OC)OC.COP(=O)(OC)OC.COP(=O)(OC)OC.COP(=O)(OC)OC.O=S1(=O)CCCC1.O=S1(=O)CCCC1.O=S1(=O)CCCC1.O=S1(=O)CCCC1.O=S1(=O)CCCC1.

---

The following is a DFT calculation (ωB97M-V with the def2-TZVPD basis set) of C16H26BBrF4IN4O6W as an isolated structure.

```
! RIJCOSX wB97M-V def2-TZVPD def2/J DEFGRID3
* xyz -1 3
W 0.787 -0.756 0.420
N -1.690 -1.758 0.233
C -2.634 -0.906 -0.497
C -3.523 -1.660 -1.508
C -2.792 -2.516 -2.557
C -2.465 -1.790 -3.874
N -1.379 -0.838 -3.763
C -0.104 -1.172 -3.583
N 0.351 -2.399 -3.908
N 0.780 -0.227 -3.259
C -1.837 0.215 -1.199
O -2.415 0.933 -2.035
O -0.594 0.259 -0.983
H -1.772 -2.725 -0.075
H -1.947 -1.769 1.215
H -3.306 -0.408 0.212
H -4.138 -0.909 -2.012
H -4.192 -2.311 -0.938
H -3.439 -3.359 -2.812
H -1.870 -2.925 -2.135
H -3.341 -1.227 -4.199
H -2.220 -2.520 -4.652
H -1.675 0.072 -3.382
H -0.307 -3.161 -3.928
H 1.250 -2.646 -3.519
H 0.414 0.571 -2.747
H 1.696 -0.514 -2.919
O 2.317 -1.547 2.026
H 2.140 -0.693 2.597
H 3.245 -1.505 1.764
C 4.387 -0.856 -1.275
O 3.043 -0.580 -1.603
C 2.284 0.092 -0.576
C 2.707 1.547 -0.455
H 4.854 -0.023 -0.743
H 4.923 -1.029 -2.210
H 4.455 -1.756 -0.652
H 3.490 1.802 -1.177
H 3.076 1.779 0.550
H 1.851 2.207 -0.637
I 1.233 -3.263 -0.682
Br -0.570 7.006 4.342
C -0.093 5.251 3.760
C -0.377 4.869 2.455
C -0.040 3.601 2.041
C 0.599 2.709 2.913
C 0.876 3.121 4.222
C 0.521 4.381 4.649
C 0.982 1.378 2.437
O 1.850 0.700 3.064
O 0.443 0.988 1.352
H -0.859 5.555 1.775
H -0.263 3.278 1.036
H 1.347 2.417 4.889
H 0.707 4.688 5.667
F -0.293 -1.388 2.622
B -1.364 -1.942 3.415
F -2.530 -1.289 3.036
F -1.117 -1.778 4.739
F -1.465 -3.270 3.061
*
```

The value obtained for the HOMO-LUMO gap (spin up / spin down) is 6.299 / 6.553 eV. For the lowest unoccupied orbital energy (spin up / spin down), the calculation gives 2.246 / 2.240 eV. The expectation value of S² is 2.173. The calculation puts the energy above the lowest of the compared OMol25 structures with the same formula, charge and spin at 61.8 kJ/mol.

---

The following is a DFT calculation (ωB97M-V with the def2-TZVPD basis set) of an isolated molecule of C5H6O.

```
! RIJCOSX wB97M-V def2-TZVPD def2/J DEFGRID3
* xyz 0 1
C -1.282 -1.215 0.319
C -0.212 -0.185 0.261
C -0.042 2.042 -0.144
O -0.607 1.068 0.518
C 1.104 -0.422 -0.170
C 2.260 -0.692 -0.425
H -0.838 -2.209 0.412
H -1.893 -1.207 -0.598
H -1.954 -1.030 1.163
H 0.373 1.811 -1.113
H -0.035 3.017 0.314
H 3.284 -0.939 -0.599
*
```

The value obtained for the HOMO-LUMO gap (spin up / spin down) is 7.628 / 8.040 eV. For the lowest unoccupied orbital energy (spin up / spin down), the calculation gives 0.178 / 0.804 eV. The calculation puts the energy above the lowest of the compared OMol25 structures with the same formula, charge and spin at 457.0 kJ/mol.

---

The following is a DFT calculation (ωB97M-V with the def2-TZVPD basis set) of a 2-piece molecular cluster, C4H12NO3 overall.

```
! RIJCOSX wB97M-V def2-TZVPD def2/J DEFGRID3
* xyz 1 1
O 0.240 -1.565 2.469
C -0.444 -0.714 1.967
C 0.087 0.138 0.847
C -0.769 0.292 -0.433
C -1.557 1.600 -0.425
O -0.693 2.541 -1.088
N 1.442 -0.404 0.495
H -1.460 -0.518 2.349
H 0.263 1.116 1.260
H -1.400 -0.585 -0.582
H -0.068 0.281 -1.261
H -1.739 1.944 0.584
H -2.428 1.492 -1.064
H -0.784 3.446 -0.776
H 1.404 -1.182 -0.200
H 2.064 0.335 0.169
H 1.852 -0.811 1.346
H 0.548 -2.570 -1.932
H 2.068 -2.687 -2.065
O 1.374 -2.147 -1.660
*
```

The value obtained for the HOMO-LUMO gap is 10.889 eV. For the lowest unoccupied orbital energy, the calculation gives -3.321 eV. The calculation puts the energy above the lowest of the compared OMol25 structures with the same formula, charge and spin at 119.9 kJ/mol.

---

The following is a DFT calculation (ωB97M-V with the def2-TZVPD basis set) of an isolated ion of composition C5H10N and charge +1.

```
! RIJCOSX wB97M-V def2-TZVPD def2/J DEFGRID3
* xyz 1 1
C -1.889 -0.929 -0.113
C -0.923 0.027 -0.783
N -0.499 1.201 0.142
C 0.465 0.179 -0.285
C 1.986 0.266 -0.395
C 1.503 -0.549 0.814
H -1.310 -1.620 0.482
H -2.364 -1.400 -0.994
H -2.634 -0.337 0.509
H -1.207 0.447 -1.634
H -0.399 2.141 -0.085
H -0.699 0.891 1.092
H 2.226 1.298 -0.066
H 2.641 -0.065 -1.248
H 1.354 -1.558 0.902
H 1.749 0.008 1.662
*
```

The value obtained for the HOMO-LUMO gap is 11.975 eV. For the lowest unoccupied orbital energy, the calculation gives -3.058 eV. The calculation puts the energy above the lowest of the compared OMol25 structures with the same formula, charge and spin at 290.2 kJ/mol. Its SMILES is C[C@H]1[NH2+]C12CC2.

---

The following is a DFT calculation (ωB97M-V with the def2-TZVPD basis set) of C45H44N6O3S3W as an isolated structure.

```
! RIJCOSX wB97M-V def2-TZVPD def2/J DEFGRID3
* xyz 2 3
W 0.805 -0.742 0.445
N 2.556 0.164 1.188
S 4.028 0.056 1.597
N 1.858 -2.398 0.695
S 1.475 -3.570 1.570
N -0.061 -3.808 1.915
S -1.060 -3.229 0.802
N -0.879 -1.810 0.352
C -0.992 -4.354 -0.569
C -0.767 -3.834 -1.832
C -0.630 -4.714 -2.897
C -0.717 -6.082 -2.680
C -0.945 -6.586 -1.402
C -1.086 -5.721 -0.332
C -2.632 -3.504 1.547
C -2.760 -3.562 2.926
C -4.031 -3.690 3.464
C -5.139 -3.751 2.629
C -4.990 -3.684 1.249
C -3.728 -3.558 0.695
C 2.241 -3.478 3.156
C 1.500 -3.363 4.319
C 2.180 -3.229 5.522
C 3.567 -3.205 5.542
C 4.295 -3.316 4.361
C 3.632 -3.455 3.154
C 2.080 -5.060 0.840
C 1.948 -6.247 1.550
C 2.335 -7.426 0.939
C 2.834 -7.403 -0.360
C 2.955 -6.207 -1.053
C 2.578 -5.014 -0.451
C 4.216 0.519 3.315
C 5.428 1.031 3.759
C 5.570 1.305 5.111
C 4.519 1.063 5.986
C 3.322 0.537 5.519
C 3.162 0.248 4.171
C 5.015 1.231 0.709
C 6.095 0.759 -0.021
C 6.862 1.671 -0.734
C 6.533 3.018 -0.710
C 5.439 3.472 0.022
C 4.669 2.577 0.743
H -0.708 -2.761 -1.964
H -0.462 -4.332 -3.895
H -0.613 -6.765 -3.512
H -1.015 -7.654 -1.245
H -1.257 -6.095 0.669
H -1.886 -3.517 3.559
H -4.156 -3.747 4.536
H -6.127 -3.855 3.056
H -5.856 -3.735 0.604
H -3.599 -3.508 -0.379
H 0.421 -3.375 4.279
H 1.622 -3.150 6.445
H 4.088 -3.105 6.484
H 5.376 -3.304 4.384
H 4.183 -3.555 2.226
H 1.552 -6.249 2.559
H 2.250 -8.362 1.473
H 3.135 -8.328 -0.833
H 3.348 -6.199 -2.061
H 2.661 -4.066 -0.965
H 6.239 1.226 3.071
H 6.502 1.715 5.478
H 4.635 1.287 7.038
H 2.508 0.347 6.206
H 2.239 -0.175 3.791
H 6.334 -0.297 -0.033
H 7.714 1.327 -1.305
H 7.134 3.725 -1.267
H 5.192 4.524 0.030
H 3.818 2.912 1.322
C -1.674 4.267 1.714
N -1.170 2.929 2.035
C -1.274 2.411 3.281
C -0.827 1.173 3.612
C -0.242 0.435 2.559
O 0.295 -0.726 2.605
N -0.181 0.945 1.315
C -0.608 2.204 0.977
O -0.477 2.689 -0.125
H -1.909 4.783 2.640
H -2.565 4.192 1.095
H -0.916 4.818 1.165
H -1.734 3.061 4.014
H -0.907 0.784 4.613
C 1.698 1.621 -2.530
C 0.878 0.347 -2.604
C 1.511 -0.699 -3.503
C -0.576 0.610 -2.939
O 0.893 -0.227 -1.253
H 1.724 2.092 -3.513
H 2.723 1.398 -2.229
H 1.246 2.313 -1.821
H 1.570 -0.312 -4.519
H 0.916 -1.613 -3.518
H 2.521 -0.935 -3.165
H -0.648 1.005 -3.953
H -0.994 1.341 -2.247
H -1.155 -0.313 -2.888
*
```

The value obtained for the HOMO-LUMO gap (spin up / spin down) is 7.374 / 6.806 eV. For the lowest unoccupied orbital energy (spin up / spin down), the calculation gives -4.772 / -6.831 eV. The expectation value of S² is 2.011. The calculation puts the energy above the lowest of the compared OMol25 structures with the same formula, charge and spin at 0.0 kJ/mol.